ORCA calculation (the ωB97M-V functional and the def2-TZVPD basis) on C49H62BrGeI2InN3OPSe as an isolated structure at a distorted geometry.

Geometry as XYZ:
```
122
Properties=species:S:1:pos:R:3:forces:R:3
In 0.241 1.043 -0.704 0.2 0.3 -0.1
C 1.000 -6.305 -4.091 0.0 0.0 0.0
C -0.029 -5.267 -4.563 0.0 0.0 0.0
C 0.081 -5.088 -6.085 0.0 0.0 0.0
C -1.427 -5.796 -4.245 0.0 0.0 0.0
C 0.248 -3.930 -3.877 0.0 0.0 0.0
C -0.654 -3.312 -3.035 0.0 0.0 0.0
C -0.328 -2.085 -2.475 0.0 0.0 0.1
Br -1.617 -1.304 -1.306 0.0 0.0 0.0
C 0.863 -1.388 -2.682 -0.1 -0.2 0.0
O 1.110 -0.191 -2.176 -0.2 0.2 0.4
C 1.816 -2.061 -3.507 0.1 0.1 0.0
C 1.471 -3.277 -4.073 0.0 0.0 0.0
C 3.218 -1.470 -3.720 0.0 0.1 0.0
C 3.927 -1.390 -2.360 0.0 0.0 0.0
C 3.123 -0.078 -4.364 -0.1 0.0 0.1
C 4.084 -2.337 -4.640 -0.1 0.0 0.0
H 0.822 -7.269 -4.577 0.0 0.0 0.0
H 0.930 -6.445 -3.009 0.0 0.0 0.0
H 2.020 -5.990 -4.323 0.0 0.0 0.0
H -0.145 -6.027 -6.597 0.0 0.0 0.0
H 1.084 -4.772 -6.380 0.0 0.0 0.0
H -0.625 -4.328 -6.429 0.0 0.0 0.0
H -1.591 -6.736 -4.777 0.0 0.0 0.0
H -2.200 -5.091 -4.562 0.0 0.0 0.0
H -1.549 -5.990 -3.177 0.0 0.0 0.0
H -1.614 -3.753 -2.799 0.0 0.0 0.0
H 2.198 -3.763 -4.709 0.0 0.0 0.0
H 3.345 -0.828 -1.635 0.0 0.0 0.0
H 4.903 -0.906 -2.468 0.0 0.0 0.0
H 4.080 -2.395 -1.956 0.0 0.0 0.0
H 2.492 0.581 -3.773 0.0 0.0 0.0
H 2.694 -0.150 -5.368 0.0 0.0 0.0
H 4.122 0.363 -4.443 0.0 0.0 0.0
H 4.243 -3.335 -4.225 0.0 0.0 0.0
H 5.062 -1.862 -4.746 0.0 0.0 0.0
H 3.646 -2.429 -5.638 0.0 0.0 0.0
I 0.986 3.236 -3.759 0.0 0.0 0.1
C 2.880 3.458 -2.822 0.0 0.1 0.0
I 3.245 2.228 -1.112 -0.1 0.1 -0.2
H 2.959 4.489 -2.506 0.0 0.0 0.0
H 3.637 3.214 -3.556 0.0 0.0 0.0
C -2.016 -2.072 4.258 -0.1 0.1 0.0
N -0.734 -1.675 3.550 0.0 0.0 -0.1
C -0.051 -0.573 4.368 -0.2 0.2 0.1
N -0.936 0.520 4.574 -0.1 0.1 0.0
C -2.163 0.087 5.227 0.1 -0.1 -0.2
N -2.861 -0.940 4.451 -0.2 0.0 0.0
C -3.408 -0.389 3.196 0.2 0.0 0.0
P -2.105 0.296 2.031 0.0 -0.3 0.5
C -1.028 -1.220 2.148 -0.2 0.1 -0.1
C -1.196 1.271 3.338 -0.1 -0.2 0.0
H -1.736 -2.499 5.221 0.1 0.0 0.0
H -2.514 -2.824 3.647 0.0 0.0 0.0
H -0.086 -2.464 3.496 0.0 0.0 0.0
H 0.838 -0.272 3.822 -0.1 0.0 0.0
H 0.235 -1.024 5.319 0.0 -0.1 0.0
H -2.822 0.943 5.350 0.0 0.0 0.0
H -1.920 -0.320 6.210 0.0 0.0 0.0
H -4.109 0.409 3.446 0.0 0.0 0.0
H -3.973 -1.167 2.677 0.0 0.0 0.0
H -0.072 -1.024 1.661 0.1 0.0 0.0
H -1.514 -2.038 1.616 0.0 -0.1 0.1
H -1.775 2.165 3.576 0.0 0.1 0.0
H -0.250 1.607 2.917 0.0 0.0 0.0
C -0.794 2.948 -0.350 0.2 -1.5 0.5
C -0.515 3.508 0.961 0.1 0.6 -0.3
C 0.706 3.336 1.659 -0.1 0.1 -0.1
C 1.034 4.092 2.769 -0.1 0.0 0.0
C 0.169 5.074 3.247 0.1 0.0 0.1
C -1.041 5.263 2.593 -0.2 -0.2 0.0
C -1.391 4.485 1.499 0.2 -0.1 0.0
H 1.405 2.581 1.312 0.0 0.1 -0.1
H 1.978 3.913 3.274 0.0 0.1 0.0
H 0.431 5.669 4.113 0.0 0.0 0.0
H -1.738 6.011 2.955 0.0 0.0 0.0
H -2.342 4.654 1.010 0.0 0.0 0.1
C 4.392 -1.921 6.715 -0.1 0.0 -0.1
C 3.768 -1.566 5.389 0.0 0.0 0.1
C 3.224 -2.542 4.566 -0.1 0.0 -0.1
C 2.732 -2.246 3.293 0.0 0.0 0.0
C 2.220 -3.370 2.425 0.0 0.1 0.1
C 2.783 -0.921 2.829 -0.1 0.2 0.0
Se 2.256 -0.545 1.024 0.1 0.1 -0.6
C 3.293 0.089 3.667 0.1 -0.1 0.0
C 3.370 1.519 3.210 0.0 -0.1 0.0
C 3.775 -0.255 4.927 0.0 0.0 -0.1
H 4.104 -2.923 7.033 0.0 0.0 0.0
H 4.107 -1.212 7.495 0.0 0.0 0.0
H 5.481 -1.898 6.633 0.0 0.0 0.0
H 3.197 -3.573 4.908 0.0 0.0 0.0
H 2.117 -4.291 3.003 0.0 0.0 0.0
H 2.911 -3.552 1.600 -0.1 0.0 0.0
H 1.264 -3.126 1.952 0.0 0.0 -0.1
H 2.435 1.837 2.748 0.1 -0.1 0.1
H 4.147 1.630 2.449 0.0 0.0 0.0
H 3.598 2.183 4.047 0.0 0.0 0.0
H 4.188 0.526 5.560 0.0 0.0 0.0
Ge -2.591 2.686 -1.051 0.3 -0.1 -0.2
C -2.653 3.631 -2.767 -0.2 0.0 -0.1
C -2.603 5.021 -2.884 0.0 -0.1 0.0
C -2.596 5.634 -4.131 0.0 0.0 0.0
C -2.627 4.863 -5.286 0.0 -0.1 0.0
C -2.661 3.477 -5.190 0.0 0.0 0.0
C -2.676 2.869 -3.938 0.0 0.1 0.0
C -4.218 2.981 0.021 0.0 0.2 0.0
C -4.797 4.240 0.193 0.0 -0.1 0.0
C -5.954 4.402 0.945 0.0 0.0 0.0
C -6.562 3.300 1.533 0.0 0.0 0.0
C -6.016 2.036 1.350 0.0 0.0 0.0
C -4.856 1.881 0.600 -0.1 0.2 0.0
H -2.775 1.217 -1.485 0.0 0.0 0.0
H -2.546 5.638 -1.992 0.0 0.0 0.0
H -2.556 6.714 -4.202 0.0 0.0 0.0
H -2.618 5.339 -6.259 0.0 0.0 0.0
H -2.676 2.870 -6.088 0.0 0.0 0.0
H -2.696 1.786 -3.868 0.0 0.0 0.0
H -4.348 5.109 -0.280 0.0 0.0 0.1
H -6.382 5.389 1.073 0.0 0.0 0.0
H -7.465 3.424 2.117 0.0 0.0 0.0
H -6.500 1.170 1.789 0.0 0.0 0.0
H -4.450 0.889 0.436 0.0 0.0 0.0
```
Positions in Å, forces in eV/Å.

## Properties
HOMO level: -0.2204 Ha
E_LUMO: -0.16 eV
HOMO-LUMO gap: 5.842 eV
electronic energy: -10323.0169 a.u.
energy above the lowest of the compared OMol25 structures with the same formula, charge and spin: 67.13 kcal/mol

ORCA calculation (the ωB97M-V functional and the def2-TZVPD basis) on a 11-piece molecular cluster, C37H69Cl20N3O2 overall at a distorted geometry.

Geometry as XYZ:
```
131
Properties=species:S:1:pos:R:3:forces:R:3
C 6.203 -1.472 0.843 -0.2 -0.7 0.4
C 5.329 -2.181 1.879 -0.2 0.9 0.0
C 3.869 -1.757 1.742 0.2 0.3 -0.5
C 3.165 -2.433 0.567 0.3 -0.4 0.3
C 1.841 -3.170 0.855 -0.1 0.1 0.1
C 2.173 -4.127 1.908 0.4 -1.7 1.5
N 2.473 -4.912 2.713 -0.4 1.3 -1.3
C 1.426 -3.911 -0.441 0.3 -0.3 0.1
C 1.613 -5.431 -0.501 -0.6 -0.2 -1.0
C 1.534 -5.803 -2.013 0.7 0.3 0.4
C 0.503 -6.200 0.205 0.4 0.4 -0.1
C 0.728 -2.172 1.389 -0.1 1.1 -0.4
C 0.668 -2.132 2.869 0.6 -0.7 1.6
N 0.692 -2.190 4.024 -0.3 0.2 -1.3
O -0.564 -2.450 0.908 0.3 -0.2 0.1
C -1.216 -3.593 1.467 -0.9 -0.2 -0.3
C -2.350 -3.187 2.396 0.7 -0.1 0.5
N 1.092 -0.814 0.972 -0.8 -0.6 -0.1
C 0.800 -0.548 -0.447 0.8 0.6 0.1
C 0.480 0.187 1.813 0.8 1.1 0.6
C -1.006 0.422 1.780 0.1 -0.5 -0.1
O 1.186 0.865 2.525 -0.4 -0.4 -0.5
H 6.140 -1.981 -0.113 0.2 0.1 -0.3
H 7.224 -1.471 1.196 0.4 -0.1 -0.2
H 5.899 -0.442 0.720 -0.1 0.3 -0.1
H 5.439 -3.257 1.811 0.1 -0.3 0.2
H 5.651 -1.832 2.853 0.2 -0.3 0.4
H 3.897 -0.697 1.519 -0.2 0.3 0.2
H 3.349 -1.840 2.689 -0.3 -0.3 0.1
H 3.024 -1.758 -0.264 -0.1 0.2 -0.2
H 3.822 -3.220 0.198 0.1 -0.2 -0.2
H 0.400 -3.710 -0.730 -0.2 0.1 0.1
H 2.051 -3.515 -1.234 0.1 0.3 -0.1
H 2.595 -5.746 -0.172 0.2 0.1 0.5
H 2.524 -6.070 -2.366 0.2 -0.2 -0.2
H 0.859 -6.624 -2.198 -0.2 -0.2 -0.1
H 1.248 -4.936 -2.597 -0.4 0.1 -0.3
H -0.430 -5.790 -0.159 -0.3 -0.1 0.0
H 0.564 -7.234 -0.102 0.0 -0.2 0.3
H 0.536 -6.100 1.281 0.0 -0.2 0.3
H -0.534 -4.285 1.944 0.4 0.1 0.2
H -1.654 -4.129 0.633 0.1 -0.1 -0.3
H -2.661 -2.178 2.165 -0.3 0.2 -0.2
H -2.008 -3.209 3.424 0.0 0.2 0.3
H -3.171 -3.886 2.324 -0.3 0.0 -0.1
H 0.748 -1.440 -1.050 -0.2 -0.3 0.0
H 1.624 0.048 -0.832 0.2 0.1 -0.1
H -0.090 0.047 -0.602 -0.4 -0.1 0.1
H -1.533 -0.241 1.111 -0.1 -0.1 -0.2
H -1.182 1.451 1.519 -0.2 0.5 0.0
H -1.372 0.251 2.783 -0.1 0.1 0.3
Cl -1.450 -0.029 -3.054 -0.1 0.1 0.0
C -2.256 1.508 -3.499 0.1 0.2 -0.1
C -3.116 2.073 -2.398 0.0 -0.1 0.0
Cl -4.572 1.083 -2.118 0.0 0.0 0.0
H -2.840 1.322 -4.396 0.0 -0.1 0.0
H -1.462 2.212 -3.738 0.0 0.0 0.0
H -3.460 3.067 -2.680 0.0 0.0 0.0
H -2.583 2.152 -1.457 0.0 -0.1 0.0
Cl -1.426 4.045 -0.125 0.0 -0.1 0.0
C -2.177 5.656 -0.270 0.0 0.2 0.0
C -3.417 5.764 0.571 -0.1 0.1 0.1
Cl -4.736 4.738 -0.060 0.0 0.0 -0.1
H -2.392 5.836 -1.321 0.0 -0.1 0.0
H -1.435 6.381 0.059 0.0 0.0 0.1
H -3.778 6.789 0.564 0.0 0.0 0.0
H -3.233 5.473 1.602 0.0 -0.1 0.0
Cl 2.589 -10.273 -0.362 0.0 0.0 0.0
C 1.520 -10.877 0.930 0.0 -0.1 0.1
C 0.095 -11.023 0.461 0.0 -0.1 0.0
Cl -0.653 -9.440 0.132 -0.1 -0.2 0.0
H 1.592 -10.191 1.769 0.0 0.1 0.0
H 1.905 -11.848 1.237 0.0 0.0 0.0
H -0.499 -11.506 1.235 0.0 0.0 0.0
H 0.034 -11.618 -0.446 0.0 0.0 -0.1
Cl 8.486 0.582 -0.376 0.1 0.1 -0.1
C 8.881 1.071 -2.044 0.1 0.0 0.0
C 7.674 1.061 -2.945 0.0 0.1 0.0
Cl 7.065 -0.593 -3.232 -0.1 0.0 0.0
H 9.650 0.398 -2.412 0.0 -0.1 0.0
H 9.295 2.077 -1.997 -0.1 0.0 0.0
H 7.933 1.477 -3.916 0.0 0.0 0.0
H 6.861 1.646 -2.524 0.0 0.0 0.1
Cl -6.652 6.840 2.888 0.1 -0.1 0.0
C -6.135 8.253 3.847 -0.1 0.1 0.0
C -4.942 8.947 3.243 0.0 0.1 0.0
Cl -3.466 7.950 3.348 0.0 0.0 0.0
H -5.926 7.912 4.857 0.0 -0.1 0.0
H -6.978 8.941 3.878 0.0 0.0 0.0
H -4.741 9.869 3.785 0.0 0.0 0.0
H -5.108 9.191 2.195 0.0 -0.1 0.0
Cl -6.840 0.452 3.397 0.0 0.0 0.0
C -5.201 0.589 4.083 0.0 -0.1 0.1
C -4.747 2.021 4.188 0.1 0.0 0.1
Cl -4.478 2.762 2.589 0.0 0.0 0.0
H -4.530 0.003 3.461 0.0 0.0 -0.1
H -5.233 0.142 5.075 0.0 0.0 0.0
H -3.800 2.066 4.725 0.0 0.0 0.0
H -5.475 2.630 4.718 -0.1 0.0 0.0
Cl -4.770 9.001 -0.865 0.0 0.0 0.0
C -6.292 8.074 -0.717 0.0 -0.2 0.0
C -7.463 8.809 -1.312 0.0 0.0 0.0
Cl -7.886 10.263 -0.369 0.0 0.0 0.0
H -6.449 7.862 0.337 0.0 0.0 0.0
H -6.140 7.131 -1.238 0.0 0.0 0.0
H -8.336 8.160 -1.308 0.0 0.0 0.1
H -7.263 9.118 -2.334 0.0 0.1 0.0
Cl -1.893 -5.376 -2.234 -0.2 0.0 -0.1
C -1.524 -4.606 -3.799 0.1 0.1 0.0
C -2.754 -4.426 -4.650 0.0 0.1 0.0
Cl -3.410 -5.982 -5.218 0.0 0.0 0.0
H -0.777 -5.217 -4.300 0.0 -0.1 0.0
H -1.088 -3.633 -3.579 0.0 0.0 0.0
H -2.502 -3.843 -5.534 0.0 0.0 0.0
H -3.540 -3.910 -4.105 0.0 0.0 0.0
Cl 5.878 2.971 -5.705 0.0 0.0 0.0
C 4.441 2.372 -4.831 0.0 0.0 0.0
C 4.097 0.954 -5.202 0.0 -0.1 0.0
Cl 3.508 0.823 -6.881 0.0 0.0 0.0
H 3.619 3.051 -5.040 0.0 0.0 -0.1
H 4.670 2.426 -3.770 0.0 0.0 0.1
H 3.298 0.595 -4.555 0.0 0.0 0.0
H 4.954 0.296 -5.094 0.0 0.0 0.0
Cl 1.507 5.634 0.305 0.2 0.1 0.0
C 1.769 4.781 1.849 -0.1 0.1 0.1
C 3.205 4.811 2.298 0.1 0.0 0.0
Cl 4.261 3.830 1.248 0.0 0.0 0.0
H 1.413 3.766 1.731 0.0 -0.2 -0.1
H 1.148 5.279 2.591 0.0 0.0 0.0
H 3.279 4.390 3.299 0.0 -0.1 0.0
H 3.598 5.824 2.314 0.0 0.0 -0.1
```
Positions in Å, forces in eV/Å.

## Properties
HOMO level: -0.3599 Ha
E_LUMO: 0.08 eV
structure (SMILES): CCCC[C@](C#N)(CC(C)C)[C@](C#N)(OCC)N(C)C(C)=O.ClCCCl.ClCCCl.ClCCCl.ClCCCl.ClCCCl.ClCCCl.ClCCCl.ClCCCl.ClCCCl.ClCCCl
HOMO-LUMO gap: 9.868 eV
electronic energy: -10969.7879 a.u.

Question: electronic energy of number 1 (C49H62BrGeI2InN3OPSe)?
Answer: -10323.0169 a.u.

Question: The lowest electronic energy belongs to which entry?
Answer: C37H69Cl20N3O2

Question: Among the records above, which one has the highest E_LUMO?
Answer: C37H69Cl20N3O2